117
Properties=species:S:1:pos:R:3:forces:R:3:lowdin_spin:R:1 method="wB97M-V/def2-TZVPD" total_charge=+2 s_squared=3.768 max_force_ev_per_a=0.594 total_energy_ev=-189025.28033 multiplicity=4 homo_energy_ha="-0.49172 / -0.48802"
V 0.048859 -0.121412 0.147327 0.526 -0.178 0.211 2.7547
F -5.473038 0.820143 -0.765181 0.012 -0.015 0.029 0.0012
Ge -3.743491 0.665442 -0.445077 0.130 -0.001 0.001 0.0113
C -3.555808 2.165974 0.793285 -0.025 0.154 0.028 0.0019
C -4.677671 3.003982 0.832760 0.056 0.010 0.007 0.0002
C -4.801971 3.997735 1.791187 -0.015 -0.033 -0.041 -0.0002
C -3.819073 4.162360 2.754508 0.002 0.011 0.009 0.0003
C -2.699431 3.353054 2.724900 -0.039 0.003 0.013 -0.0001
C -2.549650 2.375107 1.739366 -0.034 -0.081 0.047 0.0057
P -0.992432 1.446151 1.790262 -0.014 0.191 0.300 0.0322
C 0.271782 2.762456 1.842966 -0.102 0.105 -0.089 0.0064
C 1.542782 2.487939 2.342367 0.103 -0.085 -0.035 0.0017
C 2.498383 3.488480 2.427154 0.023 0.018 0.007 0.0003
C 2.196214 4.774385 2.002971 -0.008 0.015 -0.010 0.0002
C 0.946827 5.046075 1.465480 0.010 -0.015 0.035 0.0005
C -0.008595 4.046332 1.375733 0.005 0.034 0.055 0.0005
C -0.970711 0.712488 3.463600 -0.094 0.042 -0.065 0.0041
C -1.781733 -0.406390 3.654256 -0.001 -0.060 0.032 0.0015
C -1.880742 -1.002344 4.900349 0.019 0.003 0.037 0.0004
C -1.167198 -0.485525 5.973563 -0.001 0.015 -0.028 -0.0001
C -0.370887 0.636629 5.795209 -0.014 -0.021 0.020 0.0004
C -0.275345 1.238719 4.548335 0.029 0.097 0.075 -0.0001
C -3.874263 -1.018837 0.572067 -0.149 -0.014 0.183 0.0059
C -5.090972 -1.058771 1.268119 0.065 0.016 -0.019 0.0006
C -5.427578 -2.122719 2.090977 -0.034 0.041 -0.011 0.0005
C -4.560243 -3.191073 2.230457 0.040 -0.003 -0.015 0.0008
C -3.349863 -3.171698 1.559290 -0.018 -0.010 0.064 0.0000
C -2.996640 -2.094795 0.747503 0.004 -0.005 -0.059 0.0073
P -1.365523 -2.110404 -0.039251 -0.248 -0.312 -0.190 0.0326
C -1.649173 -2.951746 -1.632928 -0.130 -0.011 0.082 0.0046
C -2.809408 -2.633789 -2.339033 -0.058 0.050 -0.028 -0.0004
C -3.071318 -3.219199 -3.567011 0.033 -0.026 -0.051 0.0004
C -2.182921 -4.141595 -4.104141 0.008 0.016 0.020 -0.0009
C -1.031268 -4.471091 -3.404186 -0.019 0.035 -0.038 0.0003
C -0.764427 -3.877985 -2.178040 0.150 0.051 -0.033 -0.0005
C -0.352769 -3.199066 1.006234 -0.042 -0.072 0.011 0.0050
C 0.396339 -2.556136 1.990300 0.082 0.038 0.082 0.0032
C 1.187411 -3.270789 2.876625 -0.020 -0.031 -0.022 0.0004
C 1.235126 -4.654646 2.784079 0.006 0.000 0.012 0.0002
C 0.477102 -5.312122 1.824328 -0.015 0.029 -0.020 0.0007
C -0.317431 -4.592174 0.943967 0.024 0.031 -0.026 0.0002
C -3.137348 0.903069 -2.311068 -0.094 0.003 -0.135 0.0040
C -4.230525 0.999043 -3.187056 0.012 -0.045 0.032 0.0004
C -4.079003 1.321129 -4.526952 -0.019 -0.013 0.011 -0.0002
C -2.821126 1.579370 -5.041638 -0.002 -0.009 0.045 0.0002
C -1.728087 1.476826 -4.203038 -0.037 0.015 -0.078 -0.0006
C -1.865328 1.130754 -2.854452 0.024 -0.024 -0.076 0.0060
P -0.283086 0.986002 -1.985662 0.075 0.234 -0.295 0.0387
C 0.757146 0.134346 -3.246761 0.101 0.082 0.033 0.0061
C 2.083350 0.501536 -3.478881 -0.086 0.024 -0.041 -0.0001
C 2.832627 -0.134283 -4.458284 -0.006 -0.062 -0.014 0.0005
C 2.273654 -1.155234 -5.215128 0.050 -0.001 0.019 -0.0006
C 0.961322 -1.538104 -4.981361 -0.080 0.030 0.094 0.0004
C 0.205367 -0.896499 -4.005065 0.108 -0.162 -0.015 0.0008
C 0.398432 2.671913 -1.920944 -0.112 0.057 0.143 0.0069
C -0.290946 3.771969 -2.421482 -0.016 0.011 -0.088 0.0001
C 0.292769 5.031751 -2.397064 0.003 0.016 -0.021 0.0006
C 1.565616 5.202629 -1.878510 0.010 -0.019 0.022 0.0000
C 2.236955 4.119319 -1.326296 0.017 0.014 -0.027 0.0004
C 1.647134 2.868235 -1.325096 0.000 0.006 0.019 0.0029
H -5.475843 2.863430 0.119039 -0.021 0.001 -0.020 0.0001
H -5.679938 4.629488 1.796317 -0.009 0.006 -0.007 0.0000
H -3.923119 4.918561 3.520843 0.006 -0.005 0.010 0.0000
H -1.926654 3.490061 3.471925 0.006 -0.012 0.001 0.0000
H 1.778041 1.494297 2.705469 -0.020 0.005 -0.014 0.0004
H 3.470505 3.275465 2.854041 0.011 -0.006 -0.005 0.0000
H 2.932281 5.562441 2.091125 0.009 0.003 0.003 0.0000
H 0.708624 6.042478 1.120081 -0.002 0.025 -0.007 0.0000
H -0.981468 4.281511 0.966415 0.000 -0.002 -0.022 0.0000
H -2.359965 -0.809909 2.833605 -0.013 -0.018 -0.061 0.0006
H -2.519201 -1.865890 5.032587 -0.004 -0.005 0.002 0.0000
H -1.241973 -0.946639 6.948945 -0.002 -0.008 0.011 0.0000
H 0.169991 1.057025 6.632281 0.003 -0.001 0.012 0.0000
H 0.332116 2.128903 4.440995 -0.058 -0.058 0.006 0.0001
H -5.795523 -0.246198 1.169000 -0.021 0.029 -0.020 0.0001
H -6.372984 -2.112945 2.616349 -0.008 0.009 0.005 0.0000
H -4.815479 -4.032205 2.860646 -0.007 -0.006 0.005 0.0000
H -2.667196 -3.998344 1.695595 0.009 -0.002 -0.025 0.0000
H -3.535448 -1.940704 -1.934249 0.034 -0.020 0.031 -0.0001
H -3.980260 -2.964441 -4.095752 0.003 -0.003 -0.008 0.0001
H -2.395045 -4.611840 -5.054804 -0.003 -0.001 -0.007 -0.0001
H -0.339759 -5.199478 -3.806781 0.000 -0.020 -0.010 0.0001
H 0.143018 -4.145464 -1.655594 -0.027 -0.046 0.091 0.0000
H 0.339150 -1.475798 2.139568 -0.046 0.002 -0.021 0.0026
H 1.743619 -2.750778 3.645401 0.010 0.000 0.012 0.0000
H 1.846713 -5.223974 3.470972 0.006 0.004 0.008 0.0000
H 0.492791 -6.391948 1.766623 0.008 -0.013 0.010 0.0001
H -0.923667 -5.124376 0.223725 -0.004 0.009 -0.072 0.0000
H -5.228398 0.826781 -2.814265 0.008 0.008 -0.013 0.0001
H -4.953768 1.380655 -5.160565 -0.009 -0.006 -0.004 0.0000
H -2.687999 1.848840 -6.080368 0.001 0.011 -0.008 0.0000
H -0.739291 1.658323 -4.607897 -0.048 0.022 0.009 -0.0001
H 2.532586 1.322387 -2.940060 -0.002 0.008 0.032 0.0000
H 3.846702 0.192830 -4.647948 0.005 -0.020 0.001 0.0000
H 2.850556 -1.634787 -5.994817 0.002 -0.001 0.000 0.0000
H 0.505670 -2.317696 -5.575437 -0.023 -0.046 -0.030 0.0000
H -0.828730 -1.180768 -3.874194 -0.126 -0.068 0.061 -0.0001
H -1.277817 3.657013 -2.850119 0.018 -0.014 0.015 0.0000
H -0.246861 5.875985 -2.804458 -0.005 0.015 0.003 0.0001
H 2.027687 6.180687 -1.885484 0.005 0.014 0.002 0.0000
H 3.214282 4.252072 -0.883194 0.021 0.010 0.003 0.0000
H 2.168685 2.045581 -0.849098 0.028 -0.082 -0.018 0.0014
C 5.804952 0.461342 1.384934 0.071 0.017 -0.014 0.0001
C 4.437488 0.019389 1.897504 -0.079 -0.031 0.008 0.0003
C 3.595955 -0.622199 0.844546 -0.050 0.159 0.086 0.0026
N 2.376918 -0.302792 0.572103 -0.034 -0.171 -0.093 0.0109
N 1.822445 -1.067771 -0.432315 0.123 0.012 0.025 0.0036
C 2.646258 -1.956317 -0.925517 -0.117 0.150 -0.080 0.0123
N 2.314000 -2.797567 -1.910522 0.026 -0.065 -0.109 0.0090
S 4.194006 -1.906781 -0.162041 0.038 -0.052 0.007 0.0047
H 6.364195 0.944372 2.183653 -0.004 0.004 0.004 0.0000
H 5.708522 1.167992 0.560397 -0.012 0.005 0.002 0.0000
H 6.401187 -0.384470 1.039379 -0.010 -0.013 0.000 0.0000
H 3.868936 0.868775 2.272769 0.013 0.025 0.017 0.0000
H 4.550274 -0.686964 2.724382 0.019 0.003 -0.006 0.0000
H 1.513212 -2.558675 -2.484345 0.038 0.044 0.004 0.0004
H 3.020826 -3.364867 -2.345622 0.044 0.010 -0.015 0.0004

=====

83
Properties=species:S:1:pos:R:3:forces:R:3:mulliken_charge:R:1 method="wB97M-V/def2-TZVPD" total_charge=-1 relative_energy_kcal_mol=36.7 max_force_ev_per_a=3.193 total_energy_ev=-89641.12456 homo_energy_ha=-0.12707
O -2.024263 -2.508995 -0.204644 0.433 2.340 2.129 -0.8603
C -1.561613 -3.032306 -1.313395 -0.528 -0.112 -0.448 -0.4549
C -0.679456 -4.255445 -1.048685 -0.117 0.412 -0.528 0.0215
C 0.581410 -4.146917 -0.473545 0.412 -0.341 0.175 0.0503
H 0.971708 -3.154332 -0.234877 -0.116 -0.312 0.002 0.4509
C 1.349631 -5.297116 -0.246630 -0.353 0.163 -0.043 -0.7742
H 2.336488 -5.201412 0.213473 -0.260 -0.073 -0.168 0.3700
C 0.849288 -6.556094 -0.604531 -0.161 0.085 -0.071 -0.3863
H 1.441615 -7.457532 -0.421334 -0.178 0.286 -0.098 0.3332
C -0.421742 -6.653590 -1.188305 0.193 0.036 0.304 -0.5461
H -0.823688 -7.628825 -1.467002 0.116 0.176 0.076 0.3464
C -1.187043 -5.503062 -1.384200 0.372 -0.354 -0.012 -0.6039
H -2.185825 -5.554858 -1.817229 0.192 -0.073 0.038 0.3129
H -2.531087 -3.398715 -1.688434 0.153 -0.843 -1.910 0.2172
C -2.151746 -1.422118 -3.292727 -0.153 -0.087 -0.546 -1.3477
C -1.047001 -2.162549 -2.585621 0.358 -1.398 0.519 0.6644
H -2.536524 -2.020958 -4.141688 0.061 0.294 0.310 0.4799
H -1.788116 -0.465626 -3.736024 -0.482 -0.397 0.149 0.3794
H -2.986810 -1.238834 -2.600884 0.275 0.046 -0.202 0.2365
C 0.132752 -2.422428 -3.199388 -0.502 -0.042 0.074 0.1834
C 0.367560 -2.343745 -4.681930 0.224 0.827 -0.406 -1.4332
H 0.993462 -2.773110 -2.625201 -0.523 -0.419 -0.045 0.4711
H 0.353075 -3.335653 -5.165994 -0.069 0.135 0.417 0.3034
H 1.350687 -1.905218 -4.887520 -0.110 -0.066 -0.110 0.3103
H -0.368829 -1.710631 -5.198392 0.211 -0.212 0.125 0.3506
Ca 0.218203 0.321798 -2.372608 -0.284 -0.301 1.327 1.1329
Cl 1.973264 -0.809028 -0.790041 0.462 -0.101 -0.208 -0.6783
Cl 0.859942 1.147242 -4.668478 0.147 0.312 -0.469 -0.7119
C 2.246212 2.324716 -1.735504 -1.683 -0.731 0.228 0.2811
O 1.076758 2.281991 -1.274406 1.708 0.276 -0.695 -0.6501
N 2.936928 3.443528 -1.933272 0.168 0.650 -0.158 0.2435
C 2.309101 4.716608 -1.592115 0.161 -0.148 -0.063 -0.9282
C 4.167544 3.453006 -2.720780 -0.118 -0.135 0.216 -0.8862
H 2.745844 1.381931 -2.028293 0.096 0.386 0.125 0.3794
H 1.372224 4.489484 -1.080513 0.156 0.117 -0.083 0.1564
H 2.102494 5.302274 -2.495855 0.029 -0.107 0.096 0.3445
H 2.967682 5.292455 -0.934507 -0.056 -0.033 -0.069 0.3220
H 4.465166 2.419183 -2.927635 -0.075 0.240 0.050 0.2679
H 4.972877 3.953244 -2.170081 -0.129 -0.079 -0.041 0.3078
H 4.026058 3.973360 -3.678852 -0.105 -0.129 0.233 0.3090
H -4.099282 3.414659 -0.991178 0.056 -0.180 -0.170 0.2969
H -5.283440 1.734871 0.836755 0.111 -0.189 -0.155 0.3016
C -4.120791 2.494162 -1.594125 -0.088 -0.038 0.240 -1.0043
C -5.055307 0.935430 0.115481 0.243 -0.018 -0.134 -0.9599
N -3.935360 1.322733 -0.740581 -0.274 0.314 -0.214 0.3707
H -3.329869 2.529782 -2.349505 -0.184 -0.040 0.252 0.2613
C -2.769002 0.671557 -0.721516 1.350 0.083 -0.268 0.4641
O -1.752977 1.061264 -1.354823 -1.572 -0.510 0.577 -0.6633
H -4.797160 0.019270 0.658633 -0.049 0.210 -0.145 0.2969
H -2.760156 -0.251546 -0.109173 0.261 0.059 -0.253 -0.0303
H -5.104863 2.423591 -2.074833 0.215 0.014 0.023 0.3403
H -5.952468 0.757356 -0.493890 0.219 -0.009 0.120 0.3447
C -1.389547 2.694083 1.870961 -0.015 0.162 -0.001 -1.3665
C -0.067254 2.463971 2.612166 0.354 -0.296 0.174 0.8054
C -0.244968 2.624554 4.117234 -0.131 0.661 0.206 -1.8543
P 0.714508 0.881184 2.005689 -0.808 -0.468 -1.155 0.5386
C 2.557577 1.101816 2.202962 -0.257 0.186 0.049 1.2867
C 2.996212 2.214494 3.153416 0.340 -0.115 0.043 -1.6157
C 3.283609 -0.215085 2.497749 0.004 0.086 -0.161 -1.5252
C 0.190559 -0.526111 3.111189 0.499 0.416 0.105 0.6681
C 0.533168 -0.411903 4.599856 -0.189 -0.464 0.291 -1.8128
C -1.292450 -0.865095 2.908731 0.042 -0.092 -0.077 -1.1513
H -2.142413 1.944627 2.150361 0.156 0.102 -0.087 0.1242
H -1.246832 2.660544 0.785078 -0.001 -0.088 0.193 0.1386
H -1.789640 3.682425 2.136016 -0.036 -0.082 -0.011 0.5422
H 0.641053 3.235097 2.264383 -0.236 -0.168 0.037 0.2650
H -1.052901 1.994635 4.511133 0.214 0.088 -0.156 0.2551
H 0.672553 2.431199 4.683980 -0.261 -0.059 -0.151 0.2904
H -0.527607 3.669280 4.312070 -0.062 -0.087 0.166 0.5195
H 2.816329 1.386809 1.166336 0.104 -0.054 0.361 -0.1881
H 2.730553 1.980296 4.193158 0.080 0.095 -0.202 0.1467
H 4.090185 2.304948 3.101660 -0.095 0.081 0.093 0.5091
H 2.571881 3.189315 2.887287 0.074 -0.191 0.124 0.3378
H 3.056303 -0.953422 1.720521 0.030 0.098 0.193 0.1967
H 4.364498 -0.023643 2.479598 -0.091 -0.116 0.026 0.4927
H 3.024229 -0.623721 3.482093 0.087 0.080 -0.215 0.2573
H 0.780941 -1.354592 2.674754 -0.244 0.243 0.163 0.3819
H -0.183242 0.227416 5.129789 0.229 -0.165 -0.119 0.2970
H 0.448506 -1.416777 5.039858 0.064 0.161 0.103 0.4478
H 1.547268 -0.045998 4.802557 -0.259 -0.011 -0.096 0.2929
H -1.499411 -1.171035 1.873301 0.059 0.024 0.151 0.1300
H -1.549012 -1.711521 3.562993 -0.042 0.155 -0.148 0.4837
H -1.948211 -0.022642 3.179524 0.179 -0.166 0.005 0.1234